Record 1
Below is a 3-piece molecular cluster, C5H14NO2 overall in a non-equilibrium geometry, with properties calculated with ωB97M-V/def2-TZVPD.

The molecular weight is 120.17 g/mol. As for the total charge: +2. For the HOMO energy (spin up / spin down), the calculation gives -18.0 / -18.0 eV. As for the spin multiplicity: 2. For the gap between HOMO and LUMO (spin up / spin down), the calculation gives 7.8480 / 4.9818 eV.

Atoms and positions in Å:
C (1.059, 3.202, 0.813)
C (1.905, 1.918, 1.087)
C (1.539, 0.948, 0.070)
C (0.742, -0.162, 0.328)
N (0.380, -1.055, -0.698)
C (-0.158, -2.210, -0.449)
H (0.785, 3.806, 1.670)
H (0.116, 2.923, 0.303)
H (1.484, 3.874, 0.050)
H (1.734, 1.606, 2.124)
H (2.983, 2.165, 1.125)
H (2.100, 1.063, -0.869)
H (0.143, -0.281, 1.230)
H (0.578, -0.838, -1.679)
H (-0.545, -2.437, 0.554)
H (-0.310, -2.932, -1.247)
H (-2.302, -0.856, 1.765)
H (-1.673, -2.273, 2.191)
O (-1.523, -1.437, 1.743)
H (-2.741, -0.186, -3.264)
H (-3.273, -1.396, -2.429)
O (-2.476, -0.917, -2.683)

Record 2
Below is a 8-piece molecular cluster, C36H80F15N5O4P2S overall in a non-equilibrium geometry, with properties calculated with ωB97M-V/def2-TZVPD.

The molecular weight is 1026.05 g/mol. As for the total charge: +2. For the HOMO energy, the calculation gives -10.0 eV. As for the spin multiplicity: 1. For the gap between HOMO and LUMO, the calculation gives 5.4135 eV.

Atoms and positions in Å:
C (-15.928, -18.739, -11.484)
C (-15.424, -18.722, -10.050)
O (-14.584, -19.491, -9.596)
N (-16.051, -17.649, -9.172)
H (-15.261, -17.215, -8.716)
H (-16.418, -16.879, -9.712)
C (-17.125, -18.155, -8.218)
H (-15.636, -19.613, -12.066)
H (-15.434, -17.923, -12.012)
H (-17.007, -18.590, -11.508)
H (-17.049, -19.237, -8.108)
H (-18.093, -17.857, -8.621)
H (-17.039, -17.578, -7.297)
C (-18.475, -12.205, -0.570)
C (-19.280, -12.444, -1.824)
C (-18.663, -13.543, -2.668)
N (-18.967, -13.418, -4.171)
C (-20.545, -13.646, -4.405)
C (-18.238, -14.511, -4.996)
C (-18.156, -13.975, -6.456)
C (-18.393, -12.492, -6.375)
C (-18.537, -12.154, -4.907)
H (-17.398, -12.057, -0.650)
H (-18.781, -12.940, 0.175)
H (-18.845, -11.265, -0.161)
H (-19.216, -11.506, -2.377)
H (-20.317, -12.741, -1.670)
H (-18.913, -14.566, -2.386)
H (-17.579, -13.505, -2.562)
H (-20.697, -14.663, -4.045)
H (-20.761, -13.700, -5.473)
H (-21.201, -12.941, -3.895)
H (-18.904, -15.365, -4.880)
H (-17.246, -14.792, -4.641)
H (-18.935, -14.499, -7.009)
H (-17.308, -14.219, -7.097)
H (-19.129, -12.090, -7.072)
H (-17.547, -11.916, -6.751)
H (-19.270, -11.382, -4.674)
H (-17.596, -11.780, -4.503)
C (-21.291, -23.114, -12.635)
C (-20.881, -21.638, -12.523)
C (-21.954, -20.819, -11.813)
N (-21.783, -19.338, -11.989)
C (-22.001, -18.897, -13.474)
C (-22.762, -18.607, -11.010)
C (-22.063, -17.212, -10.872)
C (-20.573, -17.414, -11.124)
C (-20.409, -18.921, -11.450)
H (-20.941, -23.699, -11.785)
H (-20.720, -23.577, -13.439)
H (-22.352, -23.358, -12.689)
H (-20.680, -21.261, -13.526)
H (-19.890, -21.639, -12.069)
H (-22.018, -21.145, -10.775)
H (-22.958, -20.961, -12.213)
H (-22.045, -17.809, -13.529)
H (-22.955, -19.359, -13.728)
H (-21.239, -19.341, -14.114)
H (-23.705, -18.656, -11.555)
H (-22.866, -19.240, -10.128)
H (-22.586, -16.419, -11.407)
H (-22.340, -16.960, -9.849)
H (-20.020, -16.808, -11.842)
H (-20.191, -17.201, -10.125)
H (-19.610, -18.958, -12.190)
H (-20.019, -19.540, -10.641)
C (-22.142, -13.203, -8.249)
C (-21.929, -11.797, -8.890)
C (-20.939, -11.878, -10.079)
N (-20.537, -10.514, -10.665)
C (-21.696, -9.605, -11.146)
C (-19.551, -10.723, -11.839)
C (-18.119, -10.811, -11.270)
C (-18.180, -10.110, -9.863)
C (-19.682, -9.724, -9.684)
H (-22.665, -13.098, -7.298)
H (-21.180, -13.703, -8.138)
H (-22.753, -13.946, -8.761)
H (-21.710, -11.075, -8.104)
H (-22.903, -11.478, -9.260)
H (-21.407, -12.340, -10.948)
H (-20.127, -12.559, -9.825)
H (-22.370, -9.552, -10.291)
H (-22.189, -10.037, -12.018)
H (-21.135, -8.709, -11.412)
H (-19.664, -9.833, -12.458)
H (-19.890, -11.570, -12.437)
H (-17.325, -10.440, -11.917)
H (-17.762, -11.832, -11.133)
H (-17.594, -9.195, -9.768)
H (-17.819, -10.656, -8.991)
H (-19.879, -8.667, -9.862)
H (-20.091, -9.815, -8.678)
C (-20.568, -15.469, -15.091)
C (-19.136, -15.994, -15.054)
C (-18.140, -14.826, -15.089)
N (-16.643, -15.291, -15.279)
C (-16.043, -16.047, -14.041)
C (-15.749, -14.151, -15.725)
C (-14.551, -14.756, -16.466)
C (-15.090, -16.009, -17.096)
C (-16.532, -16.163, -16.562)
H (-20.801, -14.915, -16.000)
H (-20.778, -14.807, -14.251)
H (-21.297, -16.269, -14.960)
H (-18.993, -16.591, -15.955)
H (-18.921, -16.541, -14.136)
H (-18.109, -14.341, -14.113)
H (-18.341, -14.041, -15.818)
H (-15.567, -15.407, -13.298)
H (-15.336, -16.817, -14.349)
H (-16.939, -16.536, -13.658)
H (-15.576, -13.531, -14.845)
H (-16.433, -13.591, -16.362)
H (-13.714, -14.979, -15.804)
H (-14.260, -14.045, -17.240)
H (-14.499, -16.906, -16.908)
H (-15.225, -15.869, -18.168)
H (-16.721, -17.207, -16.315)
H (-17.199, -15.637, -17.245)
C (-14.192, -14.419, -6.605)
F (-15.106, -14.360, -5.612)
F (-14.900, -14.270, -7.744)
F (-13.303, -13.446, -6.602)
S (-13.189, -16.170, -6.480)
O (-13.217, -16.594, -5.078)
O (-13.919, -17.116, -7.323)
O (-11.836, -15.847, -6.944)
P (-17.784, -14.824, -10.314)
F (-17.356, -14.120, -11.724)
F (-19.336, -14.706, -10.833)
F (-17.754, -16.261, -11.021)
F (-18.274, -15.524, -8.891)
F (-16.285, -15.103, -9.888)
F (-17.674, -13.421, -9.584)
P (-12.404, -15.434, -10.653)
F (-11.037, -15.254, -11.528)
F (-13.281, -15.257, -11.998)
F (-12.311, -17.020, -10.873)
F (-13.708, -15.665, -9.637)
F (-11.335, -15.703, -9.423)
F (-12.352, -13.840, -10.364)

Record 3
Below is C5H7CrO4 as an isolated structure in a non-equilibrium geometry, with properties calculated with ωB97M-V/def2-TZVPD.

The molecular weight is 183.10 g/mol. As for the total charge: 0. For the HOMO energy (spin up / spin down), the calculation gives -8.1 / -8.2 eV. As for the spin multiplicity: 4. For the gap between HOMO and LUMO (spin up / spin down), the calculation gives 8.1408 / 8.3516 eV.

Atoms and positions in Å:
O (-0.397, -0.675, 1.802)
C (-2.074, -3.741, 1.049)
O (-1.706, -2.918, 0.357)
O (0.692, -1.561, -1.395)
C (-0.143, -0.590, -2.070)
C (0.274, 0.797, -1.672)
O (-0.218, 1.028, -0.301)
C (0.684, 1.237, 0.775)
C (0.020, 0.632, 2.017)
Cr (-0.643, -1.048, -0.073)
H (-0.136, -0.696, -3.171)
H (-0.174, 1.572, -2.314)
H (1.374, 0.946, -1.631)
H (0.897, 2.310, 0.918)
H (1.635, 0.716, 0.567)
H (-0.835, 1.287, 2.293)
H (0.749, 0.705, 2.849)

Record 4
Below is a single C2HCl2FOS molecule in a non-equilibrium geometry, with properties calculated with ωB97M-V/def2-TZVPD.

The molecular weight is 163.00 g/mol. As for the total charge: 0. For the HOMO energy, the calculation gives -9.4 eV. As for the spin multiplicity: 1. For the gap between HOMO and LUMO, the calculation gives 8.9021 eV.

Atoms and positions in Å:
C (-0.883, -0.023, 0.150)
C (0.685, 0.170, 0.168)
H (-0.526, -1.033, -1.425)
O (-1.272, -0.859, -0.753)
F (1.199, -0.479, -0.882)
S (-1.857, 0.822, 1.157)
Cl (1.138, 1.878, -0.069)
Cl (1.516, -0.476, 1.654)

Record 5
Below is a single C7H12O molecule in a non-equilibrium geometry, with properties calculated with ωB97M-V/def2-TZVPD.

The molecular weight is 112.17 g/mol. As for the total charge: 0. For the HOMO energy, the calculation gives -9.6 eV. As for the spin multiplicity: 1. For the gap between HOMO and LUMO, the calculation gives 10.2869 eV.

Atoms and positions in Å:
C (-0.130, -0.335, 0.486)
C (-0.195, 0.438, 1.812)
C (-1.416, -0.067, -0.307)
C (-0.057, -1.845, 0.779)
C (1.174, 0.083, -0.228)
C (1.195, 1.246, -1.153)
C (0.611, 1.212, -2.356)
O (2.261, -0.422, 0.059)
H (1.814, 2.082, -0.845)
H (-1.076, 0.152, 2.397)
H (-0.245, 1.519, 1.636)
H (0.692, 0.250, 2.428)
H (-2.300, -0.384, 0.260)
H (-1.546, 0.997, -0.529)
H (-1.425, -0.619, -1.252)
H (-0.979, -2.206, 1.248)
H (0.772, -2.086, 1.454)
H (0.098, -2.416, -0.145)
H (0.064, 0.345, -2.711)
H (0.691, 2.058, -3.031)